Record 1
Entry from OMol25: a single C7H12 molecule at a distorted geometry (ωB97M-V/def2-TZVPD).

Cartesian coordinates (Å):
C -1.38977 -0.96036 -1.05516
C -0.13900 -0.31539 0.94409
C 1.68482 0.65617 -1.42077
C 0.18282 0.97379 -1.23239
C 0.01248 0.96227 1.76740
C -0.14088 -1.48311 1.58225
C -0.52771 -0.12138 -0.49138
H 2.29561 1.54384 -1.24358
H 2.02160 -0.13759 -0.75916
H 0.47645 0.65050 2.70226
H 1.85678 0.39049 -2.46498
H -0.27195 -2.44271 1.09276
H 0.73652 1.59139 1.26601
H -1.83299 -0.92818 -2.03974
H 0.10881 1.92034 -0.69228
H -0.26439 1.20610 -2.19823
H -1.61176 -1.87690 -0.52123
H -0.95015 1.36999 2.07589
H -0.45478 -1.50082 2.62104

Values from the calculation:
Energy above the lowest of the compared OMol25 structures with the same formula, charge and spin ... 36.3 kcal/mol
Kohn-Sham gap ... 9.8 eV
Lowest unoccupied orbital energy ... 1.057 eV
E ... -7451.8558 eV
E_HOMO ... -8.77 eV
Structure (SMILES) ... C=C(C)C(=C)CC

---

Record 2
Entry from OMol25: a molecular structure, CCdF3O2S at a distorted geometry (ωB97M-V/def2-TZVPD).

Cartesian coordinates (Å):
Cd 2.55344 -0.66011 -0.04567
S 0.18004 -0.19585 -1.99970
F -1.80658 1.49437 -2.47070
F 0.12962 2.41204 -2.55570
F -0.70369 1.77959 -0.62335
O 3.99524 0.57358 0.06681
O 0.77392 -0.37240 -0.50632
C -0.55492 1.45564 -1.91283

Values from the calculation:
Energy above the lowest of the compared OMol25 structures with the same formula, charge and spin ... 0.0 kcal/mol
Kohn-Sham gap (alpha / beta) ... 7.3 / 6.9 eV
Lowest unoccupied orbital energy (alpha / beta) ... -1.589 / -1.988 eV
E ... -28679.2435 eV
Spin multiplicity ... 2
E_HOMO (alpha / beta) ... -8.93 / -8.92 eV